{
  "formula": "C3H2CrO3",
  "method": "ωB97M-V/def2-TZVPD",
  "charge": 2,
  "multiplicity": 5,
  "gap_ev": [3.90, 5.72],
  "e_lumo_ev": [-13.716, -12.077],
  "elements": ["H", "C", "C", "O", "C", "O", "O", "Cr", "H"],
  "xyz": [[0.3115, 0.9957, 1.9244], [1.0919, 1.0379, 0.3680], [-0.2651, 1.1590, 0.8631], [-0.9669, 0.0081, 0.3751], [-0.1883, -0.6076, -0.4545], [1.0686, -0.0421, -0.4123], [-0.4377, -1.6176, -1.0647], [0.1692, -3.0318, -2.2354], [-0.7831, 2.0984, 0.6361]]
}

{
  "formula": "H28O14",
  "method": "ωB97M-V/def2-TZVPD",
  "gap_ev": 9.00,
  "e_lumo_ev": -0.406,
  "elements": ["O", "H", "H", "O", "H", "H", "O", "H", "H", "O", "H", "H", "O", "H", "H", "O", "H", "H", "O", "H", "H", "O", "H", "H", "O", "H", "H", "O", "H", "H", "O", "H", "H", "O", "H", "H", "O", "H", "H", "O", "H", "H"],
  "xyz": [[0.8198, -2.7490, 2.2520], [1.0378, -3.6640, 2.3820], [1.5648, -2.2810, 2.0340], [-2.3092, -1.6030, 1.4320], [-2.9632, -1.2630, 2.0670], [-1.4832, -1.2040, 1.6720], [0.2028, -3.7690, -0.1750], [0.4928, -3.3710, 0.6340], [0.1698, -4.7160, 0.0000], [-1.3812, 3.0960, -1.2000], [-1.2072, 3.9980, -1.0830], [-1.3482, 2.7470, -0.3290], [1.6978, -2.2400, -2.1490], [1.6098, -1.2760, -2.0980], [0.8408, -2.5920, -1.9640], [2.5038, -0.2750, 2.0490], [1.8018, -0.3810, 1.4290], [1.9888, 0.1120, 2.7840], [-1.0402, 0.4510, -2.8010], [-1.1752, -0.4430, -2.4370], [-1.7732, 0.9190, -2.4720], [-1.2332, -2.1650, -1.7050], [-1.5882, -2.9990, -1.9960], [-0.7892, -2.5020, -0.8860], [1.0128, 2.7720, -2.5940], [0.3738, 2.7940, -1.9200], [0.5088, 3.0040, -3.3870], [-1.9732, 1.5580, 1.0320], [-2.6462, 1.6730, 1.6630], [-2.4342, 1.1950, 0.2280], [-0.1042, 1.1780, 3.3020], [-0.5432, 1.7200, 4.0490], [-0.6482, 1.2360, 2.5190], [2.1938, 0.4700, -1.4960], [1.9248, 1.3860, -1.6840], [2.5908, 0.5140, -0.6600], [0.1358, -0.4210, 0.2390], [0.4978, 0.2350, -0.3930], [-0.7522, -0.0890, 0.3580], [0.8968, 2.6560, 0.3590], [0.9958, 3.5260, -0.1030], [1.5298, 2.7630, 1.0470]]
}

Computed energy above the lowest of the compared OMol25 structures with the same formula, charge and spin, in the same sequence as the records: 76.5, 41.5 kcal per mole.
Computed DFT total energy, in the same sequence as the records: -1384.807811, -1070.134759 Ha.